No. 1
The following is a DFT calculation (ωB97M-V/def2-TZVPD) of C4H8N2O in the gas phase.

Each line ends with the natural charge from an NBO analysis.
Atoms and positions in Å:
C 0.791 0.469 -1.544  -0.65
C -0.381 0.351 -0.620  0.01
O -0.444 -2.126 0.329  -0.64
C -0.404 1.061 0.716  -0.24
N 0.755 0.571 1.465  -0.84
C -1.290 -0.582 -0.804  0.24
N -1.605 -1.752 -0.503  -0.18
H 0.851 -0.406 -2.199  0.23
H 1.694 0.511 -0.925  0.25
H 0.738 1.373 -2.155  0.22
H -0.461 -3.081 0.449  0.47
H -1.369 0.853 1.203  0.19
H -0.309 2.144 0.586  0.20
H 0.625 -0.424 1.635  0.38
H 0.809 1.037 2.366  0.36

Results
SMILES	CC(=C=NO)CN
frontier orbital gap	10.04	eV
E	-341.83222	hartree
largest force on an atom	0.59	eV/A
relative energy (zero: lowest compared OMol25 entry of this formula, charge and spin)	450.1	kJ/mol

=====

No. 2
The following is a DFT calculation (ωB97M-V/def2-TZVPD) of 12 unconnected molecules or ions with the total composition H24O12.

Each line ends with the natural charge from an NBO analysis.
Atoms and positions in Å:
O -3.149 1.296 0.380  -0.94
H -3.473 1.435 1.277  0.45
H -2.189 1.458 0.423  0.49
O -0.368 2.680 -1.959  -1.00
H 0.543 2.337 -1.837  0.49
H -0.615 2.858 -1.030  0.49
O 0.666 -1.892 3.414  -0.93
H 0.521 -2.369 2.589  0.47
H -0.107 -2.072 3.963  0.46
O -1.107 3.233 0.699  -0.95
H -0.387 2.903 1.256  0.48
H -1.877 3.269 1.279  0.48
O 2.810 -2.503 0.839  -0.94
H 2.523 -1.674 0.429  0.48
H 2.595 -3.182 0.191  0.46
O -1.527 -2.167 1.168  -0.96
H -1.372 -3.123 1.172  0.49
H -1.769 -1.948 2.078  0.49
O 1.917 -1.205 -1.717  -0.97
H 2.108 -1.097 -2.659  0.49
H 1.210 -1.863 -1.687  0.49
O -0.046 0.224 0.356  -0.99
H 0.392 0.152 -0.507  0.49
H -0.517 -0.619 0.459  0.49
O -1.326 0.068 -2.494  -0.97
H -1.269 0.914 -2.963  0.52
H -1.215 -0.607 -3.179  0.46
O 2.248 1.696 -1.646  -0.97
H 2.916 2.129 -1.098  0.49
H 2.309 0.762 -1.409  0.49
O -3.049 -1.684 -1.159  -0.98
H -2.476 -1.023 -1.599  0.49
H -2.526 -2.014 -0.410  0.47
O 2.810 1.134 1.525  -0.96
H 1.854 0.984 1.455  0.49
H 2.940 1.511 2.402  0.47

Results
SMILES	O.O.O.O.O.O.O.O.O.O.O.O
frontier orbital gap	9.80	eV
E	-917.26411	hartree
largest force on an atom	0.92	eV/A
relative energy (zero: lowest compared OMol25 entry of this formula, charge and spin)	160.8	kJ/mol

=====

No. 3
The following is a DFT calculation (ωB97M-V/def2-TZVPD) of a molecular structure, C8H12N2O.

Each line ends with the natural charge from an NBO analysis.
Atoms and positions in Å:
C -3.683 0.485 -0.499  -0.06
C -2.767 1.458 -0.109  -0.20
C -3.304 -0.852 -0.438  -0.21
C -1.529 1.074 0.358  0.08
C -2.047 -1.180 0.019  0.09
C 1.546 -0.011 -0.173  0.08
C 2.916 -0.043 0.319  0.16
C 0.054 -0.600 0.993  -0.19
N -1.186 -0.227 0.424  -0.30
N 4.055 -0.056 -0.645  -0.69
O 2.180 1.126 0.273  -0.42
H -4.670 0.761 -0.839  0.27
H -3.019 2.506 -0.155  0.27
H -3.983 -1.639 -0.730  0.28
H -0.796 1.795 0.693  0.25
H -1.728 -2.209 0.091  0.25
H 1.256 -0.096 -1.210  0.21
H 3.184 -0.438 1.294  0.24
H 0.292 -0.057 1.901  0.25
H 0.198 -1.670 1.070  0.25
H 4.522 -0.976 -0.685  0.47
H 4.759 0.648 -0.353  0.47
H 3.751 0.203 -1.599  0.46

Results
frontier orbital gap	10.10	eV
E	-496.09941	hartree
total charge	+2
largest force on an atom	4.80	eV/A

=====

No. 4
The following is a DFT calculation (ωB97M-V/def2-TZVPD) of 2 unconnected molecules or ions with the total composition C10H20.

Each line ends with the natural charge from an NBO analysis.
Atoms and positions in Å:
C -0.119 2.067 4.191  -0.41
C -0.746 1.582 5.462  -0.40
C -1.101 3.035 3.571  -0.41
C -2.212 1.474 5.136  -0.41
C -2.463 2.603 4.139  -0.41
H 0.062 1.232 3.487  0.19
H 0.865 2.481 4.483  0.21
H -0.546 2.406 6.173  0.19
H -0.375 0.645 5.920  0.22
H -1.120 3.105 2.467  0.21
H -0.913 4.050 3.969  0.20
H -2.828 1.586 6.049  0.21
H -2.433 0.480 4.702  0.20
H -2.982 3.424 4.668  0.20
H -3.115 2.274 3.306  0.21
C 4.475 1.524 4.472  -0.41
C 4.272 2.237 3.041  -0.40
C 3.655 0.274 4.270  -0.41
C 3.501 1.237 2.153  -0.42
C 3.742 -0.110 2.773  -0.41
H 4.190 2.276 5.233  0.21
H 5.550 1.296 4.611  0.20
H 5.298 2.325 2.634  0.20
H 3.849 3.257 3.113  0.21
H 2.588 0.471 4.490  0.20
H 3.976 -0.579 4.899  0.21
H 3.965 1.286 1.149  0.21
H 2.422 1.451 2.037  0.21
H 4.658 -0.693 2.559  0.21
H 2.872 -0.770 2.592  0.21

Results
SMILES	C1CCCC1.C1CCCC1
frontier orbital gap	11.72	eV
E	-392.99422	hartree
largest force on an atom	2.29	eV/A
relative energy (zero: lowest compared OMol25 entry of this formula, charge and spin)	64.0	kJ/mol

=====

No. 5
The following is a DFT calculation (ωB97M-V/def2-TZVPD) of a gas-phase ion, C6H16N2OPS2 (charge +1).

Each line ends with the natural charge from an NBO analysis.
Atoms and positions in Å:
C -2.128 -0.221 0.292  0.00
C 2.656 1.356 1.403  -0.65
C -1.430 -2.266 1.237  -0.44
C 1.361 -0.294 -2.538  -0.98
C -2.316 2.096 -1.232  -0.71
C 1.242 0.790 1.312  -0.08
N -2.009 -0.990 1.314  -0.48
N 1.239 -1.863 0.083  -1.27
O 0.719 0.699 0.006  -0.84
P 0.689 -0.663 -0.830  1.84
S -1.432 -0.661 -1.297  -0.06
S -2.858 1.259 0.304  0.45
H 2.851 1.783 2.347  0.24
H 3.465 0.620 1.159  0.23
H 2.832 2.175 0.639  0.22
H -2.169 -2.974 1.372  0.22
H -0.851 -2.317 0.305  0.26
H -0.703 -2.304 2.003  0.23
H 0.700 -0.334 -3.509  0.29
H 1.833 0.635 -2.399  0.26
H 2.060 -1.137 -2.718  0.27
H -1.287 2.218 -1.155  0.24
H -2.955 2.952 -1.407  0.26
H -2.396 1.456 -2.093  0.25
H 0.317 1.360 1.731  0.19
H 1.199 -0.132 2.014  0.21
H -2.345 -0.686 2.204  0.43
H 1.715 -2.560 -0.545  0.40

Results
frontier orbital gap	8.73	eV
E	-1560.41302	hartree
total charge	+1
largest force on an atom	4.04	eV/A
relative energy (zero: lowest compared OMol25 entry of this formula, charge and spin)	136.1	kJ/mol